1.
Computed, not measured: a molecular structure, C43H49AgBN4O2, with the ωB97M-V functional and the def2-TZVPD basis.

maximum force: 0.29 eV Å⁻¹
gap between HOMO and LUMO: 6.7 eV

```
! wB97M-V def2-TZVPD RIJCOSX def2/J DEFGRID3
* xyz -1 1
Ag 1.0201 -0.2930 0.2869
C 3.6072 -1.7814 -1.8293
O 3.3765 -0.7718 -0.8719
C 4.3481 0.1429 -0.6385
C 5.5610 0.1495 -1.3122
C 6.5152 1.1199 -1.0223
C 6.2571 2.0735 -0.0562
C 5.0415 2.0631 0.6180
C 4.0611 1.1208 0.3318
N 2.8128 1.0703 1.0171
N 2.5648 2.1819 1.5838
C 1.5361 2.3357 2.4466
C 0.8525 1.2499 3.1086
O 0.9949 0.0470 2.8313
C -0.0384 1.6279 4.2108
C -0.2723 2.9050 4.5510
C 0.3537 4.0008 3.8565
C 0.0691 5.3306 4.2003
C 0.6653 6.3787 3.5387
C 1.5655 6.0995 2.5024
C 1.8527 4.8024 2.1454
C 1.2641 3.7121 2.8195
H 3.7689 -1.3572 -2.8246
H 2.7036 -2.3842 -1.8346
H 4.4649 -2.4012 -1.5511
H 5.7660 -0.5981 -2.0649
H 7.4598 1.1134 -1.5523
H 7.0001 2.8225 0.1879
H 4.8304 2.7908 1.3886
H -0.5223 0.8030 4.7203
H -0.9606 3.1414 5.3576
H -0.6366 5.5180 5.0028
H 0.4372 7.4024 3.8075
H 2.0348 6.9147 1.9637
H 2.5314 4.5968 1.3298
C -4.1159 2.6326 0.2491
C -2.6285 2.2854 0.3352
C -1.9150 3.2088 1.3237
C -1.9764 2.3269 -1.0305
C -1.7217 3.5504 -1.6421
C -1.0632 3.6162 -2.8576
C -0.6398 2.4495 -3.4727
C -0.8858 1.2057 -2.9018
C -0.4158 -0.0511 -3.6080
C -1.2222 -0.2886 -4.8863
C 1.0851 -0.0176 -3.8893
C -1.5780 1.1537 -1.6821
N -1.8395 -0.1085 -1.0863
B -0.8879 -0.9546 -0.3717
N -1.7083 -2.1256 -0.1061
C -3.0010 -1.9465 -0.6049
C -3.0796 -0.7331 -1.1860
C -1.2675 -3.4094 0.3251
C -1.0112 -3.6518 1.6851
C -0.6402 -4.9382 2.0620
C -0.5165 -5.9548 1.1270
C -0.7354 -5.6906 -0.2123
C -1.1014 -4.4159 -0.6351
C -1.2931 -4.1316 -2.1123
C 0.0000 -4.3822 -2.8889
C -2.4480 -4.9402 -2.7034
C -1.1295 -2.5411 2.7066
C -2.5985 -2.3238 3.0826
C -0.2813 -2.7818 3.9509
H -4.5879 2.5558 1.2318
H -4.6457 1.9692 -0.4374
H -4.2465 3.6587 -0.1080
H -2.5343 1.2661 0.7104
H -2.0855 4.2631 1.0866
H -0.8378 3.0333 1.3223
H -2.2805 3.0342 2.3373
H -2.0198 4.4659 -1.1437
H -0.8611 4.5776 -3.3146
H -0.1031 2.5054 -4.4138
H -0.5941 -0.8868 -2.9343
H -1.0845 0.5325 -5.5962
H -2.2890 -0.3655 -4.6659
H -0.9059 -1.2143 -5.3753
H 1.3519 0.7884 -4.5792
H 1.4043 -0.9602 -4.3440
H 1.6414 0.1257 -2.9606
H -3.7620 -2.7052 -0.5056
H -3.9246 -0.2707 -1.6727
H -0.4302 -5.1439 3.1046
H -0.2331 -6.9516 1.4449
H -0.6159 -6.4823 -0.9450
H -1.5338 -3.0746 -2.2181
H 0.2922 -5.4353 -2.8535
H 0.8163 -3.7910 -2.4730
H -0.1248 -4.1033 -3.9387
H -2.2315 -6.0121 -2.6743
H -2.6199 -4.6607 -3.7458
H -3.3715 -4.7689 -2.1481
H -0.7640 -1.6259 2.2431
H -3.0178 -3.2262 3.5393
H -3.1960 -2.0741 2.2041
H -2.6926 -1.5043 3.7999
H -0.6959 -3.5749 4.5826
H -0.2297 -1.8647 4.5368
H 0.7429 -3.0491 3.6854
*
```



2.
Computed, not measured: a gas-phase ion, C3H4NO3 (charge -1) in a non-equilibrium geometry, with the ωB97M-V functional and the def2-TZVPD basis.

maximum force: 3.76 eV Å⁻¹
gap between HOMO and LUMO: 8.0 eV

```
! wB97M-V def2-TZVPD RIJCOSX def2/J DEFGRID3
* xyz -1 1
C -1.4087 -0.6640 0.7549
N -0.2697 0.3537 0.7892
O -0.4583 1.3893 -0.1453
C 0.4346 0.3851 -0.5951
C 1.9292 0.5438 -0.5567
O 2.6081 -0.3835 -1.0550
O 2.3516 1.5713 -0.0731
H -2.1497 -0.4033 0.1184
H -1.2432 -1.6492 0.3021
H -1.8018 -0.7750 1.7127
H 0.0079 -0.3682 -1.2522
*
```



3.
Computed, not measured: a molecular structure, C21H17N4O5V in a non-equilibrium geometry, with the ωB97M-V functional and the def2-TZVPD basis.

⟨S²⟩: 0.788
maximum force: 1.54 eV Å⁻¹
gap between HOMO and LUMO (spin up / spin down): 6.0 / 5.9 eV

```
! wB97M-V def2-TZVPD RIJCOSX def2/J DEFGRID3
* xyz 1 2
V -0.3316 0.6095 -0.5473
C 3.6259 2.0527 0.1815
C 2.2233 1.8304 -0.2667
N 1.4111 0.9687 0.2735
N 1.8272 0.1795 1.3347
C 0.8419 -0.6153 1.6243
O -0.2991 -0.5728 0.9475
C 1.0052 -1.6137 2.6907
C 2.2725 -1.9059 3.1899
C 2.4170 -2.8572 4.1854
C 1.3008 -3.5134 4.6893
C 0.0361 -3.2186 4.1971
C -0.1121 -2.2730 3.1940
C 1.6139 2.4945 -1.3974
C 2.2176 3.4843 -2.1716
C 1.5336 4.0269 -3.2314
C 0.2417 3.5775 -3.5204
C -0.3110 2.6042 -2.7337
N 0.3501 2.0599 -1.6818
H 3.7416 1.7132 1.2066
H 4.3201 1.4855 -0.4434
H 3.8975 3.1058 0.1179
H 3.1306 -1.3838 2.7894
H 3.4015 -3.0892 4.5702
H 1.4182 -4.2588 5.4657
H -0.8330 -3.7260 4.5952
H -1.0908 -2.0357 2.7993
H 3.2202 3.8106 -1.9322
H 1.9911 4.7980 -3.8368
H -0.3235 3.9848 -4.3463
H -1.3083 2.2299 -2.9216
O -0.1133 -2.6968 -2.8760
C -0.4195 -1.6503 -2.1562
O 0.4325 -0.8134 -1.7997
C -1.8191 -1.4549 -1.7671
C -2.9007 -2.2795 -1.9338
C -4.1295 -1.8870 -1.3828
C -4.2258 -0.7031 -0.6463
C -3.1054 0.0805 -0.4914
N -1.9299 -0.2769 -1.0861
C -2.8746 1.3125 0.2793
O -3.8192 1.9683 0.9082
O -1.7179 1.7721 0.3177
H 0.8491 -2.7084 -3.0232
H -2.7980 -3.2126 -2.4722
H -4.9998 -2.5153 -1.5038
H -5.1738 -0.4303 -0.1962
H -4.6848 1.5427 0.8076
*
```



4.
Computed, not measured: 2 unconnected molecules or ions with the total composition C2H5ClN2OS in a non-equilibrium geometry, with the ωB97M-V functional and the def2-TZVPD basis.

maximum force: 3.08 eV Å⁻¹
gap between HOMO and LUMO (spin up / spin down): 7.4 / 7.4 eV

```
! wB97M-V def2-TZVPD RIJCOSX def2/J DEFGRID3
* xyz 0 1
O -0.2576 2.2186 0.1303
C 0.3181 1.1838 0.6851
N 0.4587 0.0042 0.2671
C 0.2025 -0.5159 -0.9180
Cl -0.6368 0.6224 -2.3622
H -0.4288 1.8589 -0.7242
H 0.6689 1.2554 1.7081
H -0.4343 -1.3462 -0.7561
H 1.1694 -0.4363 -1.3557
N -3.1485 -0.5294 0.1685
S -2.6317 -0.3542 1.5940
H -2.4951 -0.2723 -0.5872
*
```



5.
Computed, not measured: a molecular structure, C38H42N8O6PtS in a non-equilibrium geometry, with the ωB97M-V functional and the def2-TZVPD basis.

⟨S²⟩: 6.075
maximum force: 2.23 eV Å⁻¹
gap between HOMO and LUMO (spin up / spin down): 6.7 / 5.4 eV

```
! wB97M-V def2-TZVPD RIJCOSX def2/J DEFGRID3
* xyz 0 5
Pt 1.0594 -0.4681 -0.9147
O 5.0109 -0.0485 0.4361
C 3.9893 0.1454 -0.2043
N 3.2078 -0.8011 -0.7734
C 3.6972 -1.9249 -1.3157
C 5.0246 -2.0572 -1.7625
C 5.4520 -3.2339 -2.3165
C 4.5669 -4.3117 -2.4664
C 3.2671 -4.2187 -2.0391
C 2.7873 -3.0253 -1.4744
N 1.5151 -2.7957 -1.0928
C 0.6982 -3.7886 -0.6939
O 1.0176 -4.9550 -0.4918
C -0.7182 -3.3534 -0.4633
C -1.6905 -4.3452 -0.3478
C -3.0094 -3.9719 -0.1836
C -3.3129 -2.6196 -0.1378
C -2.2724 -1.7080 -0.2238
N -1.0067 -2.0602 -0.3834
C 3.5163 1.5337 -0.5079
C 4.3198 2.6227 -0.1829
C 3.9761 3.8739 -0.6663
C 2.8861 3.9754 -1.5164
C 2.1315 2.8374 -1.7695
N 2.4128 1.6595 -1.2425
H 5.6913 -1.2137 -1.6700
H 6.4719 -3.3299 -2.6584
H 4.9091 -5.2147 -2.9479
H 2.5866 -5.0455 -2.1554
H -1.3821 -5.3781 -0.3995
H -3.7887 -4.7143 -0.1073
H -4.3316 -2.2747 -0.0523
H -2.4669 -0.6448 -0.1740
H 5.1937 2.4512 0.4262
H 4.5489 4.7501 -0.4009
H 2.6274 4.9141 -1.9809
H 1.2650 2.8737 -2.4152
C -2.1582 -1.2267 -3.9672
C -0.9915 -0.3834 -4.4887
C 0.3483 -1.0732 -4.2317
C -1.0880 1.0220 -3.9483
C -1.4732 2.0294 -4.8077
C -1.6744 3.3376 -4.3856
C -1.5045 3.6544 -3.0442
C -1.1064 2.6986 -2.1404
C -0.9935 3.0091 -0.6705
C -0.6165 4.4570 -0.3698
C -2.3260 2.6620 0.0043
C -0.8404 1.3365 -2.5618
N -0.4295 0.4546 -1.6999
H -2.1536 -2.1939 -4.4611
H -3.1039 -0.7316 -4.1761
H -2.0719 -1.3762 -2.8948
H -1.1023 -0.3091 -5.5780
H 0.4833 -1.3134 -3.1709
H 1.1702 -0.4341 -4.5512
H 0.3810 -2.0028 -4.7968
H -1.6345 1.7933 -5.8520
H -1.9804 4.0995 -5.0882
H -1.6934 4.6670 -2.7158
H -0.2064 2.3621 -0.2658
H -1.4627 5.1223 -0.5183
H 0.2045 4.7828 -1.0015
H -0.2991 4.5460 0.6665
H -3.1278 3.2607 -0.4235
H -2.2824 2.8585 1.0728
H -2.5643 1.6133 -0.1540
C -4.2735 2.4570 4.8158
C -3.3412 1.3894 4.2845
S -2.8728 0.3106 5.6895
O -2.1005 1.0974 6.6085
O -4.0576 -0.3399 6.1681
C -1.7666 -0.9539 4.9441
C -0.3701 -0.3607 4.8009
N 0.3510 -0.8877 3.6603
C 0.2607 -0.4208 2.3962
N 1.1006 -1.0327 1.5821
C 1.7687 -1.9371 2.3189
C 1.3176 -1.8770 3.6234
N 1.6882 -2.6832 4.7110
O 0.9971 -2.6426 5.7217
O 2.6706 -3.3851 4.5646
C -0.6914 0.6089 1.9475
H -4.5731 3.1367 4.0187
H -3.7674 3.0168 5.5995
H -5.1594 1.9912 5.2404
H -2.4231 1.8226 3.8972
H -3.8251 0.7556 3.5448
H -2.2131 -1.2208 3.9890
H -1.7745 -1.8199 5.6021
H 0.1997 -0.5725 5.7070
H -0.4455 0.7263 4.6930
H 2.5008 -2.6041 1.9110
H -0.4233 1.5877 2.3421
H -1.7032 0.3591 2.2546
H -0.6305 0.6207 0.8578
*
```



6.
Computed, not measured: a gas-phase ion, C3H6N (charge +1) in a non-equilibrium geometry, with the ωB97M-V functional and the def2-TZVPD basis.

maximum force: 5.37 eV Å⁻¹
gap between HOMO and LUMO: 7.9 eV

```
! wB97M-V def2-TZVPD RIJCOSX def2/J DEFGRID3
* xyz 1 1
C -1.3814 0.0092 1.0808
C -0.6848 0.2079 -0.1036
N 0.4550 -0.5532 -0.4092
C 1.5336 0.0179 -0.9930
H -2.0177 -0.7373 1.4807
H -1.6610 0.9977 1.7071
H -1.0523 0.9569 -0.6864
H 0.7499 -1.4304 0.0673
H 2.5013 -0.5561 -0.8629
H 1.5574 1.0874 -1.2808
*
```



- Number 5 is which compound?
  C38H42N8O6PtS



- maximum force of number 5 (C38H42N8O6PtS)?
  2.23 eV Å⁻¹